Entry 1:
The following is a DFT calculation (ωB97M-V with the def2-TZVPD basis set) of C31H55BrNO3P3Sr as an isolated structure in a non-equilibrium geometry.

Calculated values
E   -5122.9657 a.u.
LUMO level (spin up / spin down)   -6.11 / -6.11 eV
Total charge   +2
Gap between HOMO and LUMO (spin up / spin down)   0.2091 / 0.2091 Ha
Relative energy (zero: lowest compared OMol25 entry of this formula, charge and spin)   0.0 kcal/mol

CARTESIAN COORDINATES (ANGSTROEM)
N 1.942 -1.811 -6.231
C 0.667 -2.092 -5.966
C -0.156 -1.236 -5.228
C 0.416 -0.067 -4.674
C 1.758 0.232 -4.996
C 2.477 -0.677 -5.784
C -0.417 0.824 -3.860
Sr -1.984 0.469 -1.930
P -2.704 3.436 0.825
C 0.063 1.690 -2.853
C 0.972 1.365 -1.769
C 1.681 2.399 -1.088
C 2.362 2.200 0.067
C 2.257 0.918 0.817
C 1.807 -0.180 -0.061
C 1.171 0.050 -1.255
Br 0.745 1.106 2.216
H -1.416 1.040 -4.310
H -0.145 2.769 -2.973
H -1.197 -1.517 -5.063
H 2.235 1.145 -4.648
H 0.276 -3.041 -6.343
H 3.523 -0.477 -6.033
H 1.658 3.409 -1.526
H 0.834 -0.818 -1.839
H 2.895 3.031 0.533
H 1.925 -1.195 0.314
P 3.781 0.459 1.835
C -3.319 2.439 -0.548
C -4.810 2.526 -0.850
H -3.096 1.414 -0.164
H -2.735 2.754 -1.434
H -5.088 1.831 -1.653
H -5.415 2.276 0.029
H -5.082 3.533 -1.183
C -0.918 3.730 0.545
C -0.336 4.831 1.445
H -0.789 3.993 -0.517
H -0.384 2.784 0.743
H 0.665 5.120 1.096
H -0.960 5.734 1.434
H -0.233 4.495 2.485
C -2.724 2.188 2.196
C -3.650 2.666 3.316
H -1.692 2.053 2.548
H -3.063 1.210 1.819
H -3.452 2.134 4.254
H -3.522 3.740 3.506
H -4.704 2.497 3.058
C 3.372 -0.902 2.959
C 4.175 -0.871 4.252
H 3.574 -1.844 2.438
H 2.291 -0.875 3.165
H 5.237 -1.041 4.053
H 4.063 0.081 4.784
H 3.830 -1.675 4.908
C 4.113 1.978 2.751
C 5.004 2.964 1.999
H 4.588 1.689 3.697
H 3.123 2.394 2.987
H 6.046 2.621 2.022
H 4.717 3.104 0.950
H 4.959 3.942 2.493
C 5.233 0.029 0.851
C 5.350 -1.439 0.447
H 6.102 0.336 1.451
H 5.211 0.688 -0.028
H 4.665 -1.673 -0.376
H 6.373 -1.638 0.108
H 5.141 -2.114 1.285
C -0.353 -5.398 -0.029
C -1.309 -4.889 -1.065
O -1.115 -3.465 -1.378
P -1.573 -2.153 -0.529
O -2.282 -2.813 0.801
C -2.806 -1.895 1.817
C -3.496 -2.733 2.862
O -2.952 -1.671 -1.439
C -4.044 -2.594 -1.913
C -5.039 -2.843 -0.827
H 0.688 -5.246 -0.325
H -0.507 -6.471 0.092
H -0.530 -4.911 0.932
H -1.147 -5.375 -2.027
H -2.353 -5.046 -0.774
H -1.975 -1.319 2.254
H -3.505 -1.185 1.344
H -2.793 -3.415 3.355
H -3.904 -2.066 3.625
H -4.325 -3.320 2.449
H -4.485 -2.074 -2.761
H -3.544 -3.492 -2.274
H -5.356 -1.908 -0.353
H -5.928 -3.314 -1.262
H -4.653 -3.538 -0.074

***

Entry 2:
The following is a DFT calculation (ωB97M-V with the def2-TZVPD basis set) of C31H55NO2PPb as an isolated structure in a non-equilibrium geometry.

Calculated values
E   -1953.1502 a.u.
LUMO level (spin up / spin down)   -4.36 / -5.01 eV
Total charge   +1
Gap between HOMO and LUMO (spin up / spin down)   0.2255 / 0.1966 Ha
Relative energy (zero: lowest compared OMol25 entry of this formula, charge and spin)   24.4 kcal/mol

CARTESIAN COORDINATES (ANGSTROEM)
O -1.221 -2.836 -2.476
C -2.573 -3.302 -2.053
C -2.664 -4.362 -3.128
H -3.323 -2.509 -2.103
H -2.519 -3.679 -1.025
C -1.199 -3.997 -3.410
H -3.341 -4.088 -3.938
H -2.845 -5.361 -2.723
C -0.828 -3.561 -4.823
H -1.609 -2.955 -5.274
H -0.633 -4.433 -5.455
H 0.103 -2.963 -4.820
C -0.357 -5.154 -2.918
H -0.105 -5.118 -1.848
H 0.585 -5.254 -3.472
H -0.892 -6.108 -3.080
Pb -1.031 -0.594 -1.520
C 0.418 -1.173 2.698
C -0.907 -0.948 2.207
C -1.663 -2.127 2.428
H -1.290 -0.041 1.733
C -0.793 -3.110 2.986
C 0.500 -2.522 3.125
H 1.383 -3.023 3.520
H 1.214 -0.427 2.789
H -2.729 -2.202 2.234
H -1.038 -4.132 3.283
C 1.447 0.945 -0.868
C 2.629 0.379 -0.313
C 3.441 -0.059 -1.386
H 2.833 0.332 0.760
C 2.763 0.214 -2.610
C 1.518 0.820 -2.284
H 0.775 1.175 -2.997
H 0.624 1.387 -0.293
H 4.420 -0.535 -1.294
H 3.107 -0.005 -3.621
O 2.625 -4.269 -1.723
C 2.199 -5.138 -0.650
C 1.141 -4.451 0.220
H 3.101 -5.364 -0.088
H 1.839 -6.090 -1.071
C 1.297 -2.971 -0.164
H 1.291 -4.670 1.275
H 0.136 -4.781 -0.060
C 1.861 -3.064 -1.580
H 2.046 -2.506 0.483
H 0.399 -2.352 -0.127
H 2.496 -2.195 -1.814
H 1.028 -3.108 -2.316
C -3.555 3.422 -1.707
C -3.478 3.142 -0.207
C -4.112 4.301 0.573
C -4.312 1.871 0.030
P -1.669 2.831 0.275
N -1.402 1.344 -0.284
C -0.585 4.195 -0.510
C -1.269 5.573 -0.387
C 0.801 4.294 0.144
C -0.339 3.925 -2.000
C -1.446 2.941 2.161
C -0.105 2.324 2.587
C -1.450 4.405 2.686
C -2.594 2.199 2.870
H -4.624 3.405 -1.974
H -3.041 2.626 -2.268
H -3.175 4.406 -2.004
H -5.170 4.342 0.267
H -4.093 4.142 1.656
H -3.672 5.277 0.329
H -3.723 0.971 -0.191
H -4.728 1.807 1.039
H -5.166 1.899 -0.660
H -1.557 5.814 0.637
H -0.530 6.328 -0.693
H -2.124 5.683 -1.068
H 1.454 3.455 -0.160
H 1.275 5.220 -0.221
H 0.805 4.369 1.229
H 0.299 3.042 -2.143
H -1.248 3.800 -2.602
H 0.199 4.800 -2.397
H 0.776 2.868 2.227
H -0.049 2.308 3.694
H -0.024 1.296 2.234
H -2.407 4.915 2.500
H -1.313 4.371 3.782
H -0.619 4.998 2.291
H -3.580 2.454 2.466
H -2.466 1.109 2.824
H -2.601 2.484 3.938